C3H9S | ωB97M-V/def2-TZVPD

The geometry in XYZ format:
```
13
Properties=species:S:1:pos:R:3
C 1.288 1.407 2.081
C -0.077 1.321 2.721
H 1.339 2.165 1.304
H 2.066 1.669 2.796
H 1.578 0.454 1.650
H -0.389 2.278 3.155
H -0.121 0.575 3.517
H -0.822 1.032 1.978
C -0.452 -0.247 -0.814
S -0.438 -1.414 -2.218
H 0.551 0.131 -0.609
H -0.820 -0.706 0.106
H -1.124 0.591 -1.004
```

Output
Gap between HOMO and LUMO in eV: 5.58
Relative energy (zero: lowest compared OMol25 entry of this formula, charge and spin) in kcal per mole: 12.5
Multiplicity: 1
Highest occupied orbital energy in eV: -1.974
Total charge: -1

These are the Löwdin partial charges, in e, on atoms 1 to 6: -0.1861, -0.1776, 0.0627, 0.0510, 0.0580, 0.0571